Density functional theory data (ωB97M-V/def2-TZVPD) for a cluster of 12 separate species, C18H63N15O12 in total in a non-equilibrium geometry.

```
! wB97M-V def2-TZVPD RIJCOSX def2/J DEFGRID3
* xyz 0 1
C -12.3959 -18.1311 3.7093
O -12.8373 -18.9754 4.4908
N -12.4023 -18.3353 2.4014
N -12.0974 -16.8775 4.0695
H -12.0656 -17.7741 1.6385
H -12.7863 -19.2564 2.2495
H -12.3058 -16.6552 5.0318
H -11.7479 -16.2417 3.3723
C -8.3532 -13.4946 8.6081
O -8.5958 -13.8925 7.4780
N -7.9238 -12.2405 8.7872
N -8.5000 -14.1465 9.7688
H -7.3882 -11.9592 9.5911
H -7.8400 -11.7830 7.8919
H -8.2705 -13.6428 10.6086
H -8.8503 -15.0878 9.8497
C -10.8985 -13.7752 2.6426
O -10.0424 -14.5375 2.9861
N -11.0499 -13.2961 1.4199
N -11.8876 -13.2294 3.3402
H -10.2815 -13.4799 0.7930
H -11.8724 -12.7736 1.1842
H -11.7778 -13.3294 4.3391
H -12.4756 -12.5722 2.8647
C -8.6063 -19.8152 4.7424
O -8.4997 -20.9403 4.2617
N -8.8952 -19.5619 6.0218
N -8.3821 -18.6791 4.1487
H -9.2125 -18.6470 6.3035
H -8.8206 -20.3493 6.6456
H -8.3608 -17.7741 4.5934
H -8.2941 -18.8803 3.1625
C -9.5669 -20.3129 12.5126
O -8.7364 -20.3280 13.4222
N -9.5641 -19.5760 11.4261
N -10.5949 -21.1927 12.4205
H -8.9126 -18.7990 11.4412
H -10.3919 -19.5177 10.8584
H -11.2397 -21.0211 11.6692
H -10.6666 -21.9851 13.0360
C -8.8219 -16.3646 12.6253
O -8.5594 -16.9316 11.5597
N -10.0659 -16.4118 13.1020
N -7.9972 -15.6216 13.3683
H -10.3639 -15.7957 13.8404
H -10.6926 -17.1469 12.8162
H -7.3248 -14.9903 12.9648
H -8.4143 -15.3844 14.2544
C -16.6200 -15.1686 8.8333
C -15.8512 -16.3891 9.3899
C -14.7993 -16.1137 10.4557
O -13.8572 -15.1365 9.9500
C -12.6204 -15.0143 10.6060
N -16.7915 -17.3480 9.9833
H -17.4512 -15.6435 8.3113
H -16.0240 -14.5385 8.1742
H -17.0479 -14.5351 9.6119
H -15.3162 -16.8593 8.5631
H -14.1915 -17.0112 10.5888
H -15.2722 -15.8349 11.3997
H -12.7792 -14.8617 11.6753
H -12.0221 -14.2194 10.1628
H -12.0667 -15.9429 10.4377
H -17.4990 -17.6935 9.3483
H -17.3179 -16.7471 10.6083
C -9.7934 -17.3918 8.3584
C -10.5700 -16.8086 7.1655
C -11.5576 -15.6333 7.4132
O -12.1885 -15.0910 6.2354
C -13.1660 -14.1427 6.5847
N -9.5344 -16.3425 6.2412
H -8.9892 -18.0660 8.0780
H -10.5024 -17.9898 8.9383
H -9.6280 -16.5767 9.0607
H -11.1928 -17.5036 6.5981
H -11.1952 -14.8445 8.0753
H -12.3632 -16.1167 7.9746
H -12.7896 -13.1254 6.4498
H -13.5819 -14.3790 7.5644
H -14.0114 -14.1021 5.8936
H -9.2694 -15.4437 6.6329
H -9.9846 -16.0660 5.3750
C -15.5490 -9.5732 8.7538
C -14.2553 -8.7770 9.0178
C -13.4057 -8.6221 7.7377
O -13.2563 -9.8833 7.1037
C -12.9739 -9.8679 5.6801
N -14.5690 -7.4898 9.6663
H -16.3263 -9.6267 9.5159
H -15.3968 -10.5482 8.2941
H -16.0855 -8.9834 8.0026
H -13.6669 -9.4126 9.6834
H -12.4075 -8.2528 7.9823
H -13.9647 -8.0250 7.0126
H -12.6304 -10.8584 5.3796
H -12.1052 -9.2430 5.4663
H -13.8205 -9.6499 5.0278
H -15.3551 -7.1065 9.1541
H -13.7574 -6.9840 9.3264
O -7.9250 -12.8708 4.9570
H -8.1062 -13.0749 5.8816
H -8.0324 -13.7058 4.4914
O -7.5805 -15.5413 3.3207
H -7.3580 -16.4455 3.0901
H -8.5291 -15.4763 3.1565
O -6.6232 -16.4525 6.3421
H -6.8952 -15.5441 6.1940
H -7.3861 -16.8663 6.7511
*
```

HOMO level, eV: -8.92
HOMO-LUMO gap, hartree: 0.3201
LUMO, eV: -0.2
SMILES: COC[C@H](C)N.COC[C@H](C)N.COC[C@H](C)N.NC(N)=O.NC(N)=O.NC(N)=O.NC(N)=O.NC(N)=O.NC(N)=O.O.O.O
E, eV: -66611.4632
Strongest force on any atom, eV/A: 4.1

---

Density functional theory data (ωB97M-V/def2-TZVPD) for a cluster of 14 separate species, C18H64N14O14 in total in a non-equilibrium geometry.

```
! wB97M-V def2-TZVPD RIJCOSX def2/J DEFGRID3
* xyz 0 1
C -14.6770 -15.7600 4.1430
C -13.5100 -14.9690 3.5030
O -12.3450 -15.3890 4.1540
H -15.6360 -15.3040 3.7780
H -14.7000 -15.7780 5.2210
H -14.8130 -16.7430 3.8330
H -13.6770 -13.8950 3.7440
H -13.4540 -15.1950 2.4380
H -11.6220 -14.9950 3.6820
C -5.6600 -17.4490 4.5590
C -4.6030 -18.5600 4.3430
O -4.6140 -19.5500 5.3270
H -6.6220 -17.9020 4.7040
H -5.6330 -16.8600 3.7000
H -5.4730 -16.8200 5.4070
H -3.6020 -18.1330 4.3660
H -4.7250 -19.0280 3.3730
H -4.6230 -20.4480 4.9860
C -7.4400 -19.7270 7.1570
C -7.9320 -18.3620 7.6370
O -9.0580 -17.8530 6.9150
H -6.4750 -20.0590 7.5610
H -7.3750 -19.7120 6.0430
H -8.1220 -20.4900 7.4640
H -7.1530 -17.7330 7.2740
H -7.9510 -18.3150 8.7190
H -9.1550 -16.9260 7.1140
C -4.9300 -12.5900 4.2080
C -5.7990 -13.6110 3.4280
O -7.1610 -13.3070 3.6580
H -4.9160 -12.6840 5.3320
H -5.2560 -11.5560 4.0540
H -3.8900 -12.5500 3.8890
H -5.6330 -14.6510 3.7210
H -5.4880 -13.4970 2.3800
H -7.7500 -14.0520 3.3820
C -12.6400 -18.8750 3.2460
O -12.6390 -18.3520 1.9850
N -12.2080 -18.1790 4.2470
N -12.8410 -20.1490 3.5340
H -12.2560 -17.1250 4.0990
H -12.2970 -18.4960 5.2570
H -12.9720 -20.8230 2.7330
H -12.9010 -20.5310 4.4580
C -7.5390 -20.2910 2.6860
O -6.8230 -21.4990 2.6090
N -8.5960 -20.0590 3.5110
N -7.1330 -19.2180 2.0300
H -8.6240 -20.8580 4.1840
H -9.0710 -19.1330 3.6270
H -6.1700 -19.1890 1.5880
H -7.6860 -18.3720 1.9580
C -6.4750 -16.4170 0.0980
O -7.7280 -16.9410 -0.0740
N -5.5180 -16.4010 -0.8040
N -6.1220 -15.9830 1.3050
H -5.8240 -16.8610 -1.7320
H -4.6240 -15.9420 -0.8050
H -6.8770 -16.1690 2.0260
H -5.1790 -15.7430 1.5690
C -8.6760 -14.5760 6.4670
O -9.6340 -14.0440 5.5370
N -7.3910 -14.4450 6.3040
N -8.9740 -15.2790 7.4890
H -7.1670 -14.0010 5.4400
H -6.6870 -15.1060 6.7480
H -9.9860 -15.3960 7.5810
H -8.3290 -15.5610 8.2080
C -12.9610 -13.1260 -0.3920
O -12.7390 -13.4380 -1.6880
N -12.0850 -13.3910 0.5090
N -14.0400 -12.4710 -0.0090
H -11.2200 -13.8450 0.1970
H -12.2390 -13.0300 1.4620
H -14.8640 -12.3860 -0.6430
H -14.1250 -12.0480 0.8840
C -11.9420 -20.1790 6.4150
O -12.7920 -21.2690 6.1740
N -10.6620 -20.2340 6.1590
N -12.2990 -19.0250 6.7960
H -10.2850 -21.0850 5.7590
H -10.0790 -19.3950 6.2170
H -13.3210 -18.8620 6.9470
H -11.7870 -18.2270 7.1760
C -9.2170 -16.5690 3.2000
O -8.0400 -15.8190 3.2650
N -9.5890 -17.4720 4.0800
N -10.0670 -16.5030 2.2420
H -8.9000 -17.6220 4.8150
H -10.5300 -17.9370 4.0770
H -9.7700 -15.7880 1.4950
H -10.8170 -17.1360 2.1100
C -11.5760 -16.7200 -1.0760
O -10.2800 -17.0150 -1.4840
H -12.2260 -16.5720 -1.9450
H -11.6660 -15.8830 -0.3890
H -11.9300 -17.5710 -0.4830
H -9.7910 -16.9880 -0.6290
C -9.6080 -19.5820 0.3520
O -10.3310 -20.4020 1.2580
H -9.4550 -18.6420 0.8380
H -10.2190 -19.3030 -0.4790
H -8.6170 -19.9840 0.1250
H -9.9210 -20.2960 2.1010
C -8.8610 -13.7640 0.7800
O -9.5710 -14.9330 0.2870
H -7.7890 -13.9610 0.7460
H -8.9970 -13.6320 1.8630
H -9.2140 -12.8940 0.2420
H -9.1920 -15.1330 -0.5790
*
```

HOMO level, eV: -8.87
HOMO-LUMO gap, hartree: 0.3128
LUMO, eV: -0.4
E, eV: -69227.9981
Energy above the lowest of the compared OMol25 structures with the same formula, charge and spin, kcal/mol: 0.0
Strongest force on any atom, eV/A: 9.4

---

Density functional theory data (ωB97M-V/def2-TZVPD) for a structure of composition C18H9Br2F5NO3Pd.

```
! wB97M-V def2-TZVPD RIJCOSX def2/J DEFGRID3
* xyz -1 1
Pd -0.4848 -0.1295 -0.0721
Br 3.7136 3.1302 1.8758
C 2.5261 3.3317 0.4125
C 2.5757 4.4982 -0.3350
C 1.7536 4.6794 -1.4198
Br 1.8987 6.2923 -2.4235
C 0.8255 3.6853 -1.7902
C -0.0361 3.7762 -2.9042
C -0.8919 2.7527 -3.1941
C -0.9268 1.6358 -2.3536
N -0.1432 1.5295 -1.3009
C 0.7533 2.5024 -1.0033
C 1.6513 2.2479 0.1364
O 1.6244 1.1749 0.7650
H 3.2833 5.2688 -0.0599
H -0.0022 4.6618 -3.5239
H -1.5540 2.7996 -4.0478
H -1.6157 0.8205 -2.5292
F -2.9452 0.2248 1.0391
C -1.7405 0.8768 1.0416
F -2.0139 2.1452 0.6092
C -1.3415 1.0219 2.5251
F -0.3632 1.9085 2.6821
F -2.3917 1.4546 3.2597
F -0.9547 -0.1470 3.0397
O -0.3470 -2.1958 -1.3339
C -0.8334 -2.6581 -0.2791
O -1.0287 -1.9398 0.7568
C -1.2130 -4.1074 -0.1936
C -0.8379 -4.9774 -1.2099
C -1.1862 -6.3181 -1.1414
C -1.9170 -6.7906 -0.0589
C -2.2958 -5.9212 0.9558
C -1.9418 -4.5816 0.8907
H -0.2755 -4.5809 -2.0447
H -0.8884 -6.9957 -1.9320
H -2.1916 -7.8371 -0.0058
H -2.8671 -6.2885 1.7993
H -2.2191 -3.8868 1.6720
*
```

HOMO level, eV: -4.32
HOMO-LUMO gap, hartree: 0.2523
LUMO, eV: 2.5
E, eV: -183600.4450
Energy above the lowest of the compared OMol25 structures with the same formula, charge and spin, kcal/mol: 11.6
Strongest force on any atom, eV/A: 0.5

---

Density functional theory data (ωB97M-V/def2-TZVPD) for a structure of composition C18H9Br4N6O2ReS3 in a non-equilibrium geometry.

```
! wB97M-V def2-TZVPD RIJCOSX def2/J DEFGRID3
* xyz -1 2
Re -0.8229 0.1304 -0.5531
C 0.2491 0.8519 3.5789
C 0.2153 0.5534 2.1184
N -0.9126 0.3604 1.4517
N -2.0449 0.2718 2.1572
C -3.1399 0.0498 1.4827
N -4.2934 -0.0998 2.1573
S -3.2346 -0.1243 -0.2408
C 1.3945 0.4749 1.3145
C 2.7017 0.5355 1.8099
C 3.7641 0.3875 0.9457
C 3.5116 0.2327 -0.4148
C 2.2006 0.2002 -0.8470
N 1.1673 0.2886 -0.0166
H -0.7725 0.8994 3.9418
H 0.7288 1.8161 3.7439
H 0.7965 0.0893 4.1317
H -4.3135 0.0680 3.1473
H -5.1394 -0.2503 1.6397
H 2.8573 0.6892 2.8634
H 4.7780 0.3951 1.3110
H 4.3140 0.1505 -1.1299
H 1.9545 0.1032 -1.8961
Br -0.8082 -4.0563 -6.2159
C -0.6945 -3.4304 -4.4386
C -0.5694 -4.3329 -3.3891
Br -0.4817 -6.1854 -3.7442
C -0.5121 -3.8772 -2.0763
Br -0.3168 -5.0828 -0.6318
C -0.5978 -2.5188 -1.7749
O -0.5917 -2.0388 -0.5820
C -0.6983 -1.5816 -2.8701
O -0.7430 -0.3337 -2.5692
C -0.7434 -2.0673 -4.1789
Br -0.8868 -0.7991 -5.5724
S -0.9923 2.4199 -1.2854
C -0.3519 3.1622 0.1696
C -1.2800 3.3696 1.1958
N -2.0963 3.5129 1.9961
C 0.9633 3.5656 0.2867
S 2.1503 3.4132 -0.9184
C 1.4206 4.1558 1.4789
N 1.8721 4.6312 2.4228
*
```

HOMO level (alpha / beta), eV: -4.62 / -4.61
HOMO-LUMO gap (alpha / beta), hartree: 0.1840 / 0.1991
LUMO (alpha / beta), eV: 0.4 / 0.8
E, eV: -346656.2207
Energy above the lowest of the compared OMol25 structures with the same formula, charge and spin, kcal/mol: 22.2
Strongest force on any atom, eV/A: 2.9